72
Properties=species:S:1:pos:R:3 method="wB97M-V/def2-TZVPD" e_tot_ha=-5758.97482 homo_lumo_gap_ev=7.1 e_above_lowest_ev=1.041 total_charge=+2
Ce 0.408 -0.701 0.623
O -1.492 -0.878 -0.238
C -2.589 -0.170 -0.588
C -3.435 -0.549 -1.628
C -4.610 0.170 -1.889
C -4.965 1.174 -1.070
C -4.185 1.483 0.015
C -2.975 0.852 0.287
C -2.262 1.259 1.448
N -1.016 0.919 1.727
C -0.574 1.291 3.055
C -0.655 0.038 3.902
N -0.106 -1.090 3.084
C 0.150 -2.137 3.822
C 1.022 -3.255 3.424
C 1.099 -4.402 4.286
C 1.927 -5.451 3.945
C 2.576 -5.418 2.694
C 2.540 -4.284 1.877
C 1.750 -3.242 2.234
O 1.610 -2.130 1.410
H -3.118 -1.299 -2.338
H -5.184 -0.151 -2.805
H -5.837 1.814 -1.384
H -4.632 2.245 0.626
H -2.766 1.878 2.210
H -1.225 2.084 3.531
H 0.501 1.617 3.040
H -1.642 -0.051 4.273
H 0.037 0.193 4.750
H -0.094 -2.140 4.882
H 0.478 -4.472 5.155
H 2.063 -6.364 4.581
H 3.188 -6.298 2.396
H 3.160 -4.182 1.008
O 2.589 -5.957 -2.649
C 1.921 -4.939 -2.141
C 0.550 -4.875 -1.823
C 0.055 -3.660 -1.399
N 0.819 -2.567 -1.187
C 2.117 -2.689 -1.530
Br 3.182 -1.121 -1.568
C 2.674 -3.790 -2.048
H 2.063 -6.758 -2.650
H -0.091 -5.679 -2.047
H -1.033 -3.519 -1.218
H 3.743 -3.907 -2.221
N -0.871 9.530 -2.642
C -0.784 8.394 -2.756
C -0.639 6.976 -2.796
C 0.464 6.461 -2.084
C 0.562 5.103 -1.885
C -0.337 4.268 -2.575
C -1.362 4.765 -3.331
C -1.556 6.139 -3.374
N -0.083 2.850 -2.340
C -0.048 1.823 -3.258
C 0.249 0.669 -2.638
N 0.360 0.975 -1.285
C 0.146 2.304 -1.134
H 1.212 7.169 -1.694
H 1.455 4.692 -1.374
H -2.053 4.111 -3.902
H -2.417 6.587 -3.866
H -0.161 2.069 -4.287
H 0.551 -0.305 -2.949
H 0.194 2.868 -0.156
Cl 2.955 0.395 3.680
C 3.644 0.699 2.082
Cl 2.387 1.485 1.071
H 3.874 -0.242 1.627
H 4.523 1.319 2.002